[1]
This record from OMol25 describes a 2-piece molecular cluster, C6H10N2S overall. The level of theory is the ωB97M-V functional and the def2-TZVPD basis.

- frontier orbital gap (eV) = 8.902
- SMILES string = CC(C)C#[N+][S-].C#CN
- M (Da) = 142.227
- HOMO level (eV) = -8.27
- LUMO (Eh) = 0.023
- relative energy (zero: lowest compared OMol25 entry of this formula, charge and spin) (kcal per mole) = 89.7

Element x y z (Å)
C -1.473 -2.286 0.349
C -1.479 -0.813 0.268
C -1.141 -0.490 -1.196
C -0.494 -0.089 1.033
N 0.466 0.091 1.634
S 1.692 -0.043 2.590
H -0.488 -2.615 0.201
H -2.041 -2.694 -0.497
H -1.946 -2.632 1.285
H -2.513 -0.397 0.458
H -2.055 -0.262 -1.788
H -0.697 -1.322 -1.582
H -0.436 0.410 -1.247
C 1.331 2.219 -1.457
C 1.991 2.224 -0.458
N 2.664 2.408 0.685
H 0.684 1.978 -2.301
H 2.308 1.909 1.373
H 3.625 2.402 0.648



[2]
This record from OMol25 describes an isolated ion of composition C6H10N3 and charge +1. The level of theory is the ωB97M-V functional and the def2-TZVPD basis.

- frontier orbital gap (eV) = 11.485
- charge = +1
- SMILES string = CC1=[NH+]C[C@@](C)(C#N)N1
- M (Da) = 124.167
- HOMO level (eV) = -14.99
- LUMO (Eh) = -0.129
- relative energy (zero: lowest compared OMol25 entry of this formula, charge and spin) (kcal per mole) = 30.2

Element x y z (Å)
C -2.386 1.339 0.349
C -1.150 0.536 -0.042
N -1.008 -0.269 -1.120
C 0.334 -0.861 -1.243
C 1.118 -0.308 0.008
C 1.553 -1.275 1.145
C 2.157 0.620 -0.385
N 3.016 1.327 -0.654
N -0.097 0.475 0.698
H -3.020 1.438 -0.589
H -2.108 2.358 0.662
H -2.896 0.810 1.013
H -1.632 -0.294 -1.881
H 0.751 -0.545 -2.225
H 0.336 -2.024 -1.339
H 0.695 -1.985 1.133
H 1.573 -0.631 2.049
H 2.521 -1.611 0.850
H 0.242 0.899 1.569



[3]
This record from OMol25 describes a 2-piece molecular cluster, C6H10N3 overall. The level of theory is the ωB97M-V functional and the def2-TZVPD basis.

- frontier orbital gap (eV) = 8.792
- charge = +1
- M (Da) = 124.167
- HOMO level (eV) = -14.14
- LUMO (Eh) = -0.197
- relative energy (zero: lowest compared OMol25 entry of this formula, charge and spin) (kcal per mole) = 96.6

Element x y z (Å)
C 1.501 -1.105 1.230
C 0.533 -0.220 1.576
C -3.123 0.660 -0.189
C -2.109 1.282 -0.674
C 2.418 -1.638 -1.163
C -1.214 2.040 0.054
N 0.800 -0.074 -0.547
N 1.596 -1.030 -0.091
N 0.142 0.335 0.461
H 2.069 -1.786 1.817
H 0.340 0.111 2.580
H -3.756 -0.020 -0.747
H -3.452 0.829 0.802
H -1.792 0.967 -1.624
H 2.980 -2.448 -0.844
H 1.659 -1.900 -1.927
H 3.133 -0.874 -1.388
H -0.470 2.652 -0.471
H -1.256 2.219 1.145



[4]
This record from OMol25 describes an isolated ion of composition C6H10N3 and charge +1. The level of theory is the ωB97M-V functional and the def2-TZVPD basis.

- frontier orbital gap (eV) = 6.840
- charge = +1
- SMILES string = C=[NH+]/C=C\CN=C=CN
- M (Da) = 124.167
- HOMO level (eV) = -11.77
- LUMO (Eh) = -0.181
- relative energy (zero: lowest compared OMol25 entry of this formula, charge and spin) (kcal per mole) = 101.2

Element x y z (Å)
C -2.198 -2.074 0.141
N -1.841 -0.865 0.203
C -2.137 0.296 -0.480
C -1.510 1.417 -0.260
C -0.220 1.669 0.405
N 0.350 0.406 0.849
C 1.482 0.076 0.517
C 2.718 -0.251 0.378
N 3.431 -0.830 -0.698
H -3.171 -2.289 -0.332
H -1.833 -2.791 0.864
H -0.912 -0.779 0.683
H -3.011 0.290 -1.115
H -1.686 2.420 -0.807
H 0.493 2.151 -0.258
H -0.406 2.496 1.081
H 3.412 -0.104 1.305
H 2.741 -0.926 -1.394
H 4.298 -0.311 -1.083



[5]
This record from OMol25 describes an isolated ion of composition C6H10N3 and charge +1. The level of theory is the ωB97M-V functional and the def2-TZVPD basis.

- frontier orbital gap (eV) = 9.265
- charge = +1
- SMILES string = [H]/N=C(C#C)\C(=N\[H])[C@@H](C)[NH3+]
- M (Da) = 124.167
- HOMO level (eV) = -13.59
- LUMO (Eh) = -0.159
- relative energy (zero: lowest compared OMol25 entry of this formula, charge and spin) (kcal per mole) = 106.6

Element x y z (Å)
H -2.400 2.315 0.910
N -2.623 1.426 0.493
C -1.766 0.553 0.177
C -2.061 -0.800 -0.202
C -2.333 -1.801 -0.796
C -0.251 0.956 -0.111
N -0.016 2.185 -0.279
H 0.930 2.401 -0.385
C 0.774 -0.207 -0.233
C 2.186 0.322 -0.394
N 0.687 -1.156 0.933
H -2.598 -2.707 -1.257
H 0.466 -0.802 -1.123
H 2.236 1.075 0.312
H 2.368 0.894 -1.269
H 2.950 -0.437 -0.497
H 0.958 -2.186 0.761
H -0.401 -1.364 1.091
H 0.895 -0.668 1.868



[6]
This record from OMol25 describes an isolated ion of composition C6H10N3O and charge +1. The level of theory is the ωB97M-V functional and the def2-TZVPD basis.

- frontier orbital gap (eV) = 9.790
- charge = +1
- SMILES string = C=C=C/C(N)=N\C(=[NH2+])OC
- M (Da) = 140.166
- HOMO level (eV) = -13.82
- LUMO (Eh) = -0.148
- relative energy (zero: lowest compared OMol25 entry of this formula, charge and spin) (kcal per mole) = 68.6

Element x y z (Å)
C 2.205 -1.259 0.272
C 1.122 -1.515 0.891
C 0.000 -1.350 1.610
C -0.852 -0.152 1.711
N -1.876 -0.084 2.571
N -0.601 0.904 0.918
C -0.271 0.910 -0.347
N 0.118 2.101 -0.845
O -0.266 -0.137 -1.166
C -0.020 0.064 -2.525
H 2.171 -1.273 -0.817
H 3.194 -1.322 0.714
H -0.578 -2.236 1.961
H -2.071 -0.825 3.211
H -2.502 0.626 2.632
H 0.049 2.155 -1.828
H -0.020 2.949 -0.291
H -0.790 0.639 -3.111
H 0.164 -0.864 -2.973
H 0.824 0.670 -2.588



[7]
This record from OMol25 describes C6H10N3O3 as an isolated structure. The level of theory is the ωB97M-V functional and the def2-TZVPD basis.

- frontier orbital gap (eV) = 9.556
- charge = +1
- M (Da) = 172.164
- HOMO level (eV) = -13.89
- LUMO (Eh) = -0.159
- relative energy (zero: lowest compared OMol25 entry of this formula, charge and spin) (kcal per mole) = 110.1

Element x y z (Å)
C 0.552 -1.618 -0.388
C 1.746 -1.065 -0.160
C -1.531 -0.298 -0.114
C -1.361 1.202 0.165
C 0.758 0.855 -0.686
C -2.135 1.726 1.316
N 1.979 0.225 -0.433
N 2.948 -1.830 0.332
N -0.403 -0.699 -0.995
O 2.818 -3.041 0.296
O 3.903 -1.179 0.633
O 0.024 1.373 0.236
H 0.326 -2.669 -0.560
H -1.385 -0.944 0.875
H -2.421 -0.669 -0.529
H -1.796 1.682 -0.739
H 0.702 1.351 -1.744
H -1.735 1.430 2.212
H -3.102 1.390 1.333
H -2.063 2.734 1.181
H 2.767 0.775 -0.173
H -0.591 -0.732 -2.055



[8]
This record from OMol25 describes C6H10N4O in the gas phase. The level of theory is the ωB97M-V functional and the def2-TZVPD basis.

- frontier orbital gap (eV) = 8.127
- SMILES string = CCN(C(N)=O)c1cnc[nH]1
- M (Da) = 154.173
- HOMO level (eV) = -7.62
- LUMO (Eh) = 0.019
- relative energy (zero: lowest compared OMol25 entry of this formula, charge and spin) (kcal per mole) = 27.9

Element x y z (Å)
C -1.685 -1.268 0.476
C -1.359 -0.441 -0.756
N -0.262 0.482 -0.473
C -0.366 1.547 0.886
N -1.589 1.798 1.368
O 0.622 2.119 1.205
C 0.993 -0.139 -0.452
C 1.308 -1.402 -0.934
N 2.724 -1.420 -1.087
C 3.170 -0.274 -0.688
N 2.115 0.562 -0.242
H -2.543 -1.756 0.424
H -0.925 -2.157 0.728
H -1.822 -0.728 1.423
H -1.075 -0.955 -1.645
H -2.334 0.010 -1.160
H -2.300 2.106 0.763
H -1.609 2.519 2.091
H 0.593 -2.228 -1.158
H 4.231 0.100 -0.653
H 2.114 1.523 -0.115



[9]
This record from OMol25 describes C6H10N4O2 in the gas phase. The level of theory is the ωB97M-V functional and the def2-TZVPD basis.

- frontier orbital gap (eV) = 8.699
- M (Da) = 170.172
- HOMO level (eV) = -9.25
- LUMO (Eh) = -0.020
- relative energy (zero: lowest compared OMol25 entry of this formula, charge and spin) (kcal per mole) = 202.5

Element x y z (Å)
C -3.900 1.139 0.903
C -3.124 0.052 0.528
C 2.267 -0.789 -0.739
C 1.213 1.533 -0.405
C 1.152 -0.061 1.452
C 1.220 0.050 -0.055
N -4.505 1.954 1.434
N -0.088 -0.374 -0.616
N -2.881 -0.307 -0.669
N -0.547 -1.464 -0.505
O -2.046 -1.379 -0.889
O -0.175 -2.558 -0.237
H 2.152 -1.891 -0.557
H 2.113 -0.720 -1.894
H 3.270 -0.559 -0.529
H 0.995 1.639 -1.448
H 2.249 1.955 -0.461
H 0.788 2.064 0.433
H 1.985 0.356 2.097
H 0.276 0.485 1.825
H 1.000 -1.112 1.786
H -3.413 -0.014 -1.454



[10]
This record from OMol25 describes C6H10N4S2 in the gas phase. The level of theory is the ωB97M-V functional and the def2-TZVPD basis.

- frontier orbital gap (spin up / spin down) (eV) = 7.029 / 7.031
- M (Da) = 202.308
- HOMO level (spin up / spin down) (eV) = -8.07 / -8.07
- LUMO (spin up / spin down) (Eh) = -0.038 / -0.038
- relative energy (zero: lowest compared OMol25 entry of this formula, charge and spin) (kcal per mole) = 84.6

Element x y z (Å)
C 0.757 -2.142 0.023
C 0.233 -1.139 0.961
C -1.134 2.005 0.323
C 0.169 0.002 -2.225
C 1.486 -3.391 0.546
C -0.840 3.318 0.965
N 0.656 -2.008 -1.186
N -0.597 0.955 0.869
N -0.582 -0.266 0.387
N -0.054 -1.167 -1.795
S 1.106 -0.825 2.376
S -1.052 0.554 -3.328
H -2.005 1.906 -0.214
H 1.040 0.695 -2.272
H 1.940 -3.790 -0.371
H 0.795 -3.886 1.130
H 2.347 -3.067 1.249
H -0.997 3.451 2.134
H -1.514 4.030 0.538
H 0.164 3.631 0.902
H 0.059 1.052 1.575
H -1.978 0.084 -2.587



Q: Which value of relative energy (zero: lowest compared OMol25 entry of this formula, charge and spin) does entry 6 give?
A: 68.6 kcal per mole